No. 1
ORCA calculation (the ωB97M-V functional and the def2-TZVPD basis) on C25H40BiBrCl3N3O3Si as an isolated structure.

E_HOMO in eV: -6.551
Electronic energy in eV: -158516.656
Lowest unoccupied orbital energy in hartree: -0.012

Geometry as ORCA input:
```
! wB97M-V def2-TZVPD RIJCOSX def2/J DEFGRID3
* xyz 0 1
Bi -0.054 -0.060 0.169
Br -1.152 -4.222 4.160
Cl 0.645 -7.454 -2.973
Cl 0.291 -2.429 -0.688
Cl 2.461 0.317 0.517
Si 0.399 -7.445 -0.931
O -2.202 -0.160 -0.254
O -0.005 0.784 -1.924
O -0.495 2.005 0.814
N 0.124 4.104 1.170
N -2.803 0.136 -2.430
N -0.028 -0.812 2.181
C 1.450 -0.810 -3.900
C 2.276 3.456 -2.621
C 0.420 2.863 0.756
C -0.504 -2.054 2.444
C 1.448 -6.068 -0.236
C 2.273 4.843 -2.650
C 1.137 1.255 -2.548
C 0.956 -9.116 -0.281
C 0.374 0.831 -6.317
C 1.069 5.549 -2.531
C -2.293 -1.169 -2.870
C 1.080 2.767 -2.474
C -0.481 -2.486 3.750
C -1.232 4.452 1.601
C 0.482 -0.403 4.430
C -0.128 3.453 -2.333
C 0.004 -1.670 4.755
C 1.012 0.606 -3.896
C -1.418 -7.164 -0.577
C 0.544 1.311 -4.914
C 0.464 0.019 3.120
C 1.136 5.141 1.102
C -0.125 4.848 -2.370
C -3.257 1.049 -3.470
C -2.652 0.571 -1.186
H -3.122 -1.713 -3.349
H 0.848 -9.172 0.817
H 0.273 2.369 -4.766
H 2.515 -6.223 -0.482
H 2.070 4.708 0.714
H 1.017 1.403 -7.013
H 1.359 -6.015 0.866
H 0.010 -2.002 5.781
H 2.017 -9.300 -0.529
H 0.795 5.937 0.425
H -2.979 1.619 -0.984
H -0.887 -2.678 1.646
H -1.614 -7.148 0.511
H -1.899 -1.719 -2.014
H 1.299 5.550 2.108
H -1.157 4.938 2.586
H 1.067 6.640 -2.559
H -1.488 -1.004 -3.615
H 2.554 -0.865 -3.802
H 1.141 -5.089 -0.648
H -1.652 5.176 0.883
H -0.662 0.995 -6.668
H 3.214 5.381 -2.766
H 0.840 1.000 2.840
H 3.208 2.887 -2.721
H 2.048 0.905 -2.044
H 1.028 -1.362 -3.036
H -4.069 0.574 -4.033
H -1.053 2.886 -2.194
H 1.164 -1.327 -4.827
H -1.840 3.552 1.651
H -3.621 1.975 -2.994
H 0.609 -0.239 -6.449
H 0.861 0.270 5.182
H 1.463 2.680 0.417
H -1.753 -6.198 -0.999
H -1.074 5.383 -2.274
H 0.358 -9.934 -0.725
H -2.037 -7.964 -1.024
H -2.421 1.287 -4.151
*
```



No. 2
ORCA calculation (the ωB97M-V functional and the def2-TZVPD basis) on a 4-piece molecular cluster, C25H40ClN5O6S3 overall.

E_HOMO in eV: -9.259
SMILES: [H]/N=C(\N)NCCCCc1cnc2ccc(Cl)cc2n1.O=S1(=O)CCCC1.O=S1(=O)CCCC1.O=S1(=O)CCCC1
Electronic energy in eV: -91337.350
Lowest unoccupied orbital energy in hartree: -0.018

Geometry as ORCA input:
```
! wB97M-V def2-TZVPD RIJCOSX def2/J DEFGRID3
* xyz 0 1
Cl 3.854 -0.152 -0.838
S 8.255 -1.199 3.564
S -3.351 -3.181 -3.777
S -0.394 -2.840 0.480
O 9.151 -2.016 2.786
O -3.390 -4.072 -2.639
O -4.550 -2.501 -4.195
O 8.321 -1.212 5.003
O 0.546 -2.391 1.477
O -0.054 -2.745 -0.922
N -4.812 4.414 -2.858
N -0.203 1.744 1.514
N -4.941 5.512 -0.762
N 0.761 4.374 1.206
N -4.573 3.143 -0.955
C -0.360 4.103 1.801
C -2.410 -4.412 1.232
C 8.348 0.486 2.962
C 6.567 -1.510 3.019
C 2.912 1.166 -0.240
C -3.000 1.402 2.095
C -1.703 -2.993 -5.802
C -0.930 -4.518 0.839
C -0.866 2.772 1.959
C -2.983 -3.190 0.503
C 1.740 0.913 0.400
C 0.986 1.989 0.893
C 3.395 2.479 -0.426
C 7.296 0.547 1.860
C 2.679 3.528 0.054
C -4.755 4.370 -1.593
C -2.184 2.559 2.659
C -1.982 -2.061 0.734
C 6.069 -0.196 2.407
C -2.029 -1.979 -3.572
C -2.639 -4.027 -5.185
C -3.710 3.070 0.230
C 1.465 3.310 0.726
C -3.640 1.627 0.708
C -0.974 -2.328 -4.625
H -3.444 -4.354 -5.837
H -4.059 5.986 -0.610
H 3.034 4.540 -0.082
H -2.469 -0.996 -3.738
H 7.060 1.577 1.594
H -2.744 3.494 2.672
H -2.943 -5.323 0.966
H -2.091 -4.887 -4.801
H -3.106 1.040 -0.044
H 9.364 0.678 2.625
H -3.973 -2.922 0.871
H -2.284 -2.250 -6.352
H 1.379 -0.097 0.529
H -0.249 -3.024 -4.197
H 5.986 -1.829 3.880
H 5.334 -0.384 1.628
H 4.327 2.625 -0.953
H -3.783 1.148 2.810
H 8.098 1.141 3.796
H -2.003 -1.694 1.760
H 5.588 0.412 3.175
H -2.345 0.535 2.036
H -4.149 3.689 1.010
H 6.612 -2.313 2.286
H -4.664 1.249 0.711
H -1.959 2.334 3.707
H 7.667 0.046 0.964
H -2.499 -4.280 2.313
H -1.644 -2.056 -2.558
H -2.704 3.441 0.002
H -3.054 -3.407 -0.564
H -5.328 5.261 0.139
H -0.792 -5.096 -0.072
H -2.074 -1.231 0.036
H -0.300 -4.912 1.632
H -5.070 5.351 -3.150
H -0.429 -1.439 -4.937
H -1.008 -3.457 -6.500
H -0.938 4.934 2.195
H -4.254 2.489 -1.661
*
```



No. 3
ORCA calculation (the ωB97M-V functional and the def2-TZVPD basis) on C25H40GdNP3 as an isolated structure.

E_HOMO (alpha / beta) in eV: -8.723 / -9.816
⟨S²⟩: 15.845
Electronic energy in eV: -76755.044
Lowest unoccupied orbital energy (alpha / beta) in hartree: -0.077 / -0.181

Geometry as ORCA input:
```
! wB97M-V def2-TZVPD RIJCOSX def2/J DEFGRID3
* xyz 1 8
Gd 0.762 0.635 -0.076
P -2.042 0.764 -0.548
P -0.629 0.190 2.508
P 0.395 -2.261 -0.303
N 0.469 -0.041 -2.528
C 0.889 3.340 -3.903
C 1.968 -1.969 -2.596
C 1.627 -3.302 0.592
C 0.322 1.799 2.598
C 2.512 1.754 -2.667
C 0.150 1.235 -3.009
C 0.467 -1.075 3.300
C -2.901 -0.676 4.014
C 0.860 -2.807 -2.036
C -2.265 0.803 -2.412
C 3.219 -2.477 -2.941
C 1.747 -0.565 -2.747
C 0.853 2.179 3.980
C 1.194 2.141 -3.265
C 4.042 -0.211 -3.376
C -3.465 -0.268 -0.078
C 4.224 -1.598 -3.363
C -0.444 3.674 -4.138
C -1.939 0.489 3.761
C -2.679 2.443 -0.144
C -1.504 2.866 -3.691
C 0.575 -1.055 4.822
C -1.220 1.649 -3.081
C 2.805 0.317 -2.990
C -1.086 -3.315 -0.103
H 2.281 -0.082 0.728
H 1.225 -1.884 5.133
H -3.663 2.604 -0.612
H -3.480 -0.402 1.009
H -3.564 -0.429 4.856
H 2.390 1.810 -1.475
H -1.451 0.780 4.706
H 1.440 -3.227 1.666
H 1.213 1.791 1.910
H 3.319 2.412 -2.977
H 0.063 -2.048 2.972
H 0.104 2.119 4.778
H -2.763 2.528 0.948
H 1.713 1.560 4.258
H 3.398 -3.551 -2.875
H -0.385 2.566 2.239
H 1.030 -0.131 5.198
H 2.630 -2.906 0.407
H -3.271 1.196 -2.619
H 1.200 3.220 3.941
H -2.383 -1.608 4.277
H -3.547 -0.871 3.147
H -2.182 -0.247 -2.743
H -2.541 3.173 -3.812
H -1.978 3.210 -0.499
H 1.576 -4.356 0.271
H -0.398 -1.197 5.312
H -1.551 -3.078 0.858
H -0.052 -2.669 -2.636
H -0.837 -4.386 -0.140
H 4.844 0.477 -3.681
H -3.382 -1.257 -0.541
H -1.811 -3.084 -0.889
H 5.190 -2.009 -3.675
H -4.408 0.195 -0.396
H 1.714 4.002 -4.219
H 1.461 -0.982 2.836
H -0.684 4.605 -4.652
H -2.517 1.364 3.416
H 1.153 -3.866 -2.003
*
```



No. 4
ORCA calculation (the ωB97M-V functional and the def2-TZVPD basis) on C25H40GeN2OPtS3 as an isolated structure.

E_HOMO (alpha / beta) in eV: -19.289 / -19.289
Electronic energy in eV: -123824.877
Lowest unoccupied orbital energy (alpha / beta) in hartree: -0.544 / -0.544

Geometry as ORCA input:
```
! wB97M-V def2-TZVPD RIJCOSX def2/J DEFGRID3
* xyz 4 1
Pt -0.027 -1.013 -0.077
Ge 0.146 0.368 1.975
S 1.918 -1.854 -4.036
S -2.645 -0.898 -4.064
S -0.027 2.330 -4.655
O -0.602 -0.803 -2.078
N -2.081 -1.767 0.085
N 0.899 -2.951 0.419
C 3.438 3.940 2.594
C 0.265 -3.930 1.355
C -0.544 1.307 -3.294
C -0.001 2.306 1.654
C -0.459 1.415 5.367
C -2.272 -3.121 -0.526
C -1.329 1.611 6.601
C -2.900 -1.054 -5.719
C 2.386 0.549 -3.284
C -1.438 2.006 -2.459
C -1.615 3.304 -2.867
C -0.697 -0.348 -5.765
C 1.343 3.033 1.479
C -0.909 3.605 -4.061
C -0.784 -4.830 0.705
C -1.775 -0.728 -6.513
C -2.171 -4.222 0.527
C -0.407 -0.039 4.913
C 2.126 3.189 2.778
C -0.982 -0.400 -4.362
C 3.524 -1.277 -4.109
C 3.638 0.005 -3.676
C 0.574 -0.345 3.777
C -0.106 -0.113 -3.183
C 1.351 -0.338 -3.433
H 2.334 2.196 3.202
H 1.516 3.714 3.518
H 1.014 -3.382 -0.500
H -0.419 -5.200 -0.259
H -0.623 2.433 0.764
H -1.415 -0.396 4.688
H -2.849 -5.023 0.233
H -1.895 1.569 -1.585
H 1.964 2.534 0.727
H -0.562 2.696 2.510
H -0.854 2.043 4.557
H -1.432 2.666 6.843
H 1.391 -0.452 -0.323
H -2.536 -3.858 1.494
H -1.530 -3.244 -1.316
H -0.894 1.125 7.476
H 0.257 -0.052 -6.180
H -0.903 4.558 -4.579
H -0.062 -0.650 5.754
H 3.261 4.984 2.331
H 1.822 -2.690 0.758
H -1.781 -0.774 -7.594
H 0.550 1.785 5.569
H -0.889 -5.701 1.351
H -3.863 -1.391 -6.089
H 4.043 3.517 1.790
H 4.574 0.542 -3.637
H 2.271 1.557 -2.903
H -2.321 1.173 6.477
H 1.057 -4.570 1.752
H 1.560 0.102 3.961
H 0.708 -1.422 3.663
H 4.320 -1.920 -4.455
H 1.105 4.025 1.084
H -3.256 -3.167 -0.993
H -0.147 -3.386 2.205
H -2.577 -1.763 0.973
H 4.014 3.946 3.517
H -2.572 -1.097 -0.505
H -2.216 4.038 -2.347
*
```



No. 5
ORCA calculation (the ωB97M-V functional and the def2-TZVPD basis) on C25H41AlBeCl5FIKNO14P2S as an isolated structure.

E_HOMO in eV: -3.797
Electronic energy in eV: -182887.738
Lowest unoccupied orbital energy in hartree: -0.107

Geometry as ORCA input:
```
! wB97M-V def2-TZVPD RIJCOSX def2/J DEFGRID3
* xyz -1 1
I 1.259 2.835 5.681
K -1.222 -4.685 5.560
Cl 2.415 2.539 -2.496
Cl 2.201 -3.766 4.860
Cl 5.322 -1.590 5.358
Cl 1.874 0.372 4.362
Cl 0.831 -3.356 7.973
S -1.085 1.546 -5.521
P 4.665 7.383 4.172
P 1.335 3.759 3.401
Al 1.620 -7.163 0.107
F -2.283 -1.150 1.481
O 3.517 7.280 5.181
O 4.482 1.671 1.264
O -0.010 4.873 3.228
O -2.302 1.071 -6.111
O -0.438 0.879 -4.431
O 4.361 4.102 3.773
O 5.983 4.042 2.191
O 0.003 1.768 -6.704
O 3.735 3.832 1.398
O -1.288 3.105 -5.125
O 4.198 6.836 2.819
O 5.077 8.850 4.023
O 5.866 6.568 4.666
O -6.380 1.045 -8.846
N -0.924 0.786 1.101
C -0.310 3.901 -5.796
C -0.305 -0.926 -0.898
C -6.084 -0.896 -7.593
C -0.326 -5.607 3.291
C 4.752 3.980 2.434
C 1.534 0.740 0.108
C 2.736 -2.629 6.129
C 2.568 0.140 -0.934
C 0.942 2.393 2.101
C -0.139 -5.383 0.698
C -0.509 1.818 2.047
C -5.660 -0.076 -8.827
C 0.203 -2.327 -0.267
C -3.404 1.025 1.859
C -0.066 -3.563 -1.265
C 0.681 -4.859 -0.603
C 2.001 1.841 1.110
C -4.174 0.312 -8.685
C 0.044 0.235 0.141
C -2.295 0.227 1.029
C 0.013 3.146 -7.076
C 0.670 -5.220 2.083
C 3.466 2.424 1.240
C 2.557 -3.200 7.518
C -3.412 0.697 3.437
Be -1.275 6.672 2.780
H 0.207 -5.684 4.316
H 0.248 -0.760 -1.901
H -1.146 -4.765 3.351
H -4.200 1.373 3.934
H 0.981 3.426 -7.491
H 2.183 -1.696 6.001
H 1.692 -4.474 -0.226
H -7.132 -1.208 -7.663
H -3.549 -0.588 -8.614
H -2.612 0.294 -0.082
H 2.441 -0.992 -1.112
H 0.824 -5.694 -1.395
H -1.233 2.240 2.827
H -0.702 4.900 -5.994
H 3.662 0.328 -0.682
H -0.609 4.808 4.011
H -1.112 -4.775 0.779
H -5.960 -0.338 -6.659
H -1.411 -1.008 -1.163
H -3.826 0.883 -9.552
H 0.569 3.978 -5.149
H -0.401 -2.537 0.699
H -5.477 -1.808 -7.512
H -0.764 3.298 -7.831
H 1.610 -5.872 2.157
H -0.416 -6.493 0.580
H -4.461 0.768 1.474
H -3.983 0.911 -7.790
H -3.277 2.152 1.673
H 3.020 -4.184 7.611
H 3.018 -2.536 8.251
H 0.988 -4.122 2.241
H 2.307 0.647 -1.960
H 0.290 -3.387 -2.334
H -0.913 -6.574 3.061
H 1.303 -2.307 0.047
H 3.816 -2.422 5.940
H -1.195 -3.814 -1.207
H -3.672 -0.399 3.666
H -2.416 0.908 3.957
H -5.711 -0.771 -9.685
*
```



No. 6
ORCA calculation (the ωB97M-V functional and the def2-TZVPD basis) on a 4-piece molecular cluster, C25H41BClN6O6PS overall.

E_HOMO in eV: -8.548
SMILES: CCOB(O)c1c(CCC(C)C)c([PH2]=S)cc2nc(OC#N)c(Cl)nc12.CN(C)C=O.CN(C)C=O.CN(C)C=O
Electronic energy in eV: -81140.363
Lowest unoccupied orbital energy in hartree: -0.035

Geometry as ORCA input:
```
! wB97M-V def2-TZVPD RIJCOSX def2/J DEFGRID3
* xyz 0 1
Cl 1.475 3.786 4.407
S 1.314 0.203 -3.791
P -0.452 0.365 -2.963
O -1.065 -1.388 2.700
O 0.161 -1.366 7.910
O 4.671 -3.565 -1.784
O -1.193 0.240 -5.787
O 2.613 4.896 1.979
O -2.100 0.636 3.377
N 2.039 -2.334 7.074
N 5.374 -1.561 -2.590
N 1.553 3.496 0.479
N 0.324 2.192 2.688
N 1.957 7.068 1.092
N -1.353 1.328 -7.773
C -4.305 -0.122 -0.301
C 2.233 -1.274 6.098
C -1.858 -1.007 -0.393
C -2.757 -0.134 4.387
C 0.981 -2.261 7.907
C -0.732 0.642 1.184
C 0.465 1.942 -0.965
C -2.794 1.144 -7.833
C 0.106 1.773 1.406
C -3.130 -0.626 -1.164
C -5.589 -0.339 -1.140
C 2.225 5.986 1.374
C 1.119 3.196 2.820
C 6.679 -2.087 -2.945
C 2.985 -3.431 7.122
C -0.331 0.862 -1.196
C 0.709 2.430 0.332
C -4.488 -0.874 1.029
C -0.684 2.031 -8.850
C -0.966 0.183 -0.093
C 5.074 -0.166 -2.848
C -1.852 -0.465 5.578
C -0.683 0.837 -6.716
C 1.729 3.826 1.705
C 4.473 -2.390 -2.026
B -1.351 -0.054 2.488
H -5.704 -1.424 -1.252
H 6.568 -2.904 -3.659
H -1.079 3.045 -8.933
H 7.285 -1.299 -3.386
H -1.094 -0.879 -2.916
H -3.978 -0.335 1.829
H -0.814 -0.564 5.273
H 0.924 -3.112 8.607
H 4.060 0.066 -2.527
H 0.385 2.084 -8.657
H -5.486 0.049 -2.156
H 2.343 -0.316 6.608
H -0.497 -1.714 1.996
H -2.123 -1.432 6.006
H -4.140 -1.901 0.942
H 0.403 1.023 -6.758
H -4.230 0.960 -0.166
H 3.514 -1.894 -1.799
H 3.000 -3.951 6.162
H -1.304 1.296 -3.576
H -3.184 1.594 -8.743
H 0.959 2.435 -1.796
H -3.033 0.081 -7.821
H -0.848 1.507 -9.794
H -1.962 0.270 6.371
H -3.264 1.610 -6.966
H -3.473 -1.513 -1.708
H -3.606 0.436 4.767
H -6.480 0.033 -0.637
H 7.177 -2.477 -2.057
H 1.366 -1.213 5.440
H -5.548 -0.857 1.284
H 3.985 -3.050 7.336
H 3.123 -1.477 5.508
H -2.942 0.140 -1.919
H 2.702 -4.136 7.901
H -2.069 -1.593 0.493
H 5.776 0.470 -2.303
H -1.263 -1.662 -1.040
H -3.186 -1.053 3.984
H 5.160 0.040 -3.917
*
```